C2H6BF4N2O4Tl as an isolated structure at a distorted geometry. Source: the Open Molecules 2025 dataset; level of theory: wB97M-V/def2-TZVPD.

The geometry in XYZ format:
```
20
C2H6BF4N2O4Tl | the Open Molecules 2025 dataset | wB97M-V/def2-TZVPD
Tl 0.7995 0.4435 -1.2529
B 0.6353 0.6402 -4.0367
F 1.6002 1.2054 -3.2867
F 1.2003 -0.3949 -4.7065
F -0.2215 0.1780 -3.1138
F -0.0120 1.4793 -4.8341
C -1.2186 1.8164 2.0937
N -1.1770 1.0900 0.7675
O -2.3080 0.7195 0.2612
O -0.1704 0.6159 0.2973
H -2.2441 1.6848 2.4389
H -0.7637 2.8069 2.0871
H -0.6948 1.1925 2.8179
C 0.8398 -2.5363 1.7106
N 0.4660 -1.1839 1.2542
O 0.7203 -0.7316 0.1395
O -0.3035 -0.5888 2.0214
H 1.3857 -2.9330 0.8546
H -0.0933 -3.0411 1.9610
H 1.5597 -2.4627 2.5257
```

Output
Maximum force = 18.50 eV/Å
HOMO level = -0.7056 Ha
2S+1 = 1
Frontier orbital gap = 6.364 eV
Net charge = +2

Here are the Mulliken charges for atoms 1 to 6, given in e: number 1, Tl, carries 1.262; number 2, B, carries 0.461; number 3, F, carries -0.268; number 4, F, carries -0.310; number 5, F, carries -0.223; number 6, F, carries -0.271